*w*
9
Properties=species:S:1:pos:R:3 method="wB97M-V/def2-TZVPD" charge=0 homo_ha=-0.3706 orbital_gap_ev=10.7 lumo_ev=0.65
C -1.03343 0.86227 -0.45796
O -0.84686 -0.42425 0.11582
Si 0.92449 -0.95818 0.43487
Cl 0.54683 -2.56150 1.41777
Cl 1.92882 0.46208 1.41820
H -1.90606 0.81701 -0.93669
H -0.26438 0.87405 -1.24367
H -0.82561 1.81097 0.09326
H 1.47621 -0.88245 -0.84161

*x*
9
Properties=species:S:1:pos:R:3 method="wB97M-V/def2-TZVPD" charge=0 homo_ha=-0.3508 orbital_gap_ev=8.8 lumo_ev=-0.75
C 0.93980 1.07406 0.23344
O 1.14994 0.51212 -0.98549
Si -1.63441 -2.68525 0.65239
Cl -1.63430 -2.49234 -1.43394
Cl -2.73256 -1.13789 1.39543
H 0.35112 1.96701 0.18030
H 1.92898 1.33389 0.77650
H 0.58248 0.21246 0.75825
H 1.04893 1.21593 -1.57687

*y*
9
Properties=species:S:1:pos:R:3 method="wB97M-V/def2-TZVPD" charge=0 homo_ha=-0.3266 orbital_gap_ev=9.1 lumo_ev=0.18
C 0.35090 1.28147 1.02889
O 0.86214 0.48469 -0.00741
Si -0.37143 -1.40793 -0.92323
Cl 0.84561 -2.02558 -2.28440
Cl -2.08350 -0.54511 -1.49266
H -0.75500 1.60160 0.73247
H 1.04287 2.11313 0.79377
H 0.36421 0.84810 1.99182
H -0.25581 -2.35037 0.16074

Which is most stable? The ranking, best first, is *w*, *x*, *y*.